Entry 1:
The following is a quantum chemistry calculation of 2 unconnected molecules or ions with the total composition C4H8N2O at a distorted geometry, from the Open Molecules 2025 dataset.

total charge: 0
highest occupied orbital energy (alpha / beta): -7.53 / -7.53 eV
gap between HOMO and LUMO (alpha / beta): 7.88 / 7.88 eV
structure (SMILES): CN/C=C\O.C#N
lowest unoccupied orbital energy (alpha / beta): 0.3 / 0.3 eV
relative energy (zero: lowest compared OMol25 entry of this formula, charge and spin): 114.67 kcal per mole
F_max: 1.625 eV/A
total energy: -341.82090 Eh

Last column: Löwdin charge in e.
Geometry (Å):
C -1.836 0.699 0.764  -0.1083
N -0.448 0.349 1.036  -0.0760
C 0.342 0.096 -0.084  -0.2601
C 1.693 -0.182 0.077  -0.2176
O 2.385 0.450 1.054  0.0076
C 0.161 -1.550 -1.519  -0.1896
N -0.768 -2.242 -1.501  0.0842
H -2.380 -0.078 0.200  0.0832
H -2.344 0.869 1.716  0.0798
H -1.862 1.629 0.190  0.0817
H -0.397 -0.456 1.654  0.1361
H -0.070 0.483 -1.008  0.1071
H 1.106 -1.066 -1.776  0.0626
H 2.231 -1.059 -0.275  0.1030
H 1.948 1.313 1.126  0.1062

Cartesian forces, eV/Å:
-0.171 0.187 -0.010
0.102 0.153 0.119
0.228 0.579 0.393
-0.140 0.051 0.036
-0.119 -0.009 0.708
-0.537 -1.292 -0.826
0.638 0.420 -0.035
0.212 0.152 0.112
0.012 0.024 -0.182
-0.080 -0.083 0.101
0.114 0.370 0.051
-0.237 -0.681 -0.082
-0.298 -0.322 -0.229
0.016 0.610 -0.609
0.261 -0.159 0.455

***

Entry 2:
The following is a quantum chemistry calculation of 2 unconnected molecules or ions with the total composition C4H8N2O at a distorted geometry, from the Open Molecules 2025 dataset.

total charge: +1
highest occupied orbital energy (alpha / beta): -15.25 / -15.25 eV
gap between HOMO and LUMO (alpha / beta): 10.89 / 6.67 eV
lowest unoccupied orbital energy (alpha / beta): -4.4 / -8.6 eV
relative energy (zero: lowest compared OMol25 entry of this formula, charge and spin): 28.27 kcal per mole
F_max: 5.903 eV/A
spin multiplicity: 2
total energy: -341.62490 Eh

Last column: Löwdin charge in e.
Geometry (Å):
C -0.619 2.052 0.814  0.0411
C -0.101 0.732 0.106  -0.2148
C -0.917 0.123 -0.797  0.1037
N -0.110 -0.853 -1.409  0.1341
C 1.180 -0.671 -0.984  -0.0057
N 1.198 0.351 -0.095  0.1625
H -0.612 1.979 1.895  0.0926
H 0.096 2.852 0.579  0.1012
H -1.572 2.306 0.341  0.0871
H -1.883 0.280 -1.237  0.1603
H -0.214 -1.382 -2.239  0.1613
H 2.002 -1.067 -1.505  0.1483
H 1.282 -2.066 1.609  0.0059
H -0.266 -2.042 1.486  0.0470
O 0.536 -2.595 1.436  -0.0244

Cartesian forces, eV/Å:
1.543 -1.461 -1.263
2.480 4.067 1.753
0.216 -4.538 -3.768
0.185 1.183 0.736
-2.719 2.717 1.143
-0.742 -0.325 1.128
-0.408 -0.187 0.130
-0.035 -0.264 -0.046
0.010 -0.101 0.596
-0.454 0.243 0.472
-1.155 -0.600 -0.797
1.031 -0.782 -0.122
1.341 1.192 0.643
0.775 -0.375 0.272
-2.069 -0.767 -0.877

***

Entry 3:
The following is a quantum chemistry calculation of 2 unconnected molecules or ions with the total composition C4H8N2O2 at a distorted geometry, from the Open Molecules 2025 dataset.

total charge: 0
highest occupied orbital energy: -8.17 eV
gap between HOMO and LUMO: 8.79 eV
structure (SMILES): CC=C(O)O.N=C=N
lowest unoccupied orbital energy: 0.6 eV
relative energy (zero: lowest compared OMol25 entry of this formula, charge and spin): 101.32 kcal per mole
F_max: 9.773 eV/A
total energy: -417.09449 Eh

Last column: Löwdin charge in e.
Geometry (Å):
C 1.345 1.359 0.131  -0.4695
C -1.546 -0.170 0.223  -0.4055
C 0.507 -1.402 -0.418  -0.1343
C -0.420 -0.253 -0.560  -0.2102
N 1.996 1.429 -0.879  0.1522
N 0.927 1.596 1.250  0.1769
O -2.073 1.052 0.417  0.0726
O -2.194 -1.054 1.041  0.1761
H -0.132 -2.295 -0.341  0.0635
H 1.323 -1.386 0.400  0.0920
H 1.250 -1.560 -1.351  0.1134
H -0.375 0.475 -1.303  0.0727
H -1.372 1.704 0.154  0.1192
H 1.581 1.218 -1.838  0.1142
H 1.148 1.151 2.101  0.0703
H -1.964 -1.865 0.974  -0.0036

Cartesian forces, eV/Å:
0.507 0.830 2.372
1.252 0.490 -0.144
2.697 -1.285 -1.789
-2.097 -2.202 2.020
-0.340 -0.217 -3.742
-0.317 0.950 -0.986
-0.030 0.657 -0.488
-1.855 9.589 0.352
0.777 -0.190 0.140
-1.682 0.243 -0.648
-2.057 0.295 1.679
0.380 1.112 -0.874
-0.995 -0.848 0.541
0.938 0.120 2.076
0.029 -0.869 0.643
2.793 -8.675 -1.149

***

Entry 4:
The following is a quantum chemistry calculation of 2 unconnected molecules or ions with the total composition C4H8N2O2 at a distorted geometry, from the Open Molecules 2025 dataset.

total charge: 0
highest occupied orbital energy: -10.15 eV
gap between HOMO and LUMO: 10.65 eV
structure (SMILES): [H]/N=C\C(N)=O.CC=O
lowest unoccupied orbital energy: 0.5 eV
relative energy (zero: lowest compared OMol25 entry of this formula, charge and spin): 39.33 kcal per mole
F_max: 2.353 eV/A
total energy: -417.19328 Eh

Last column: Löwdin charge in e.
Geometry (Å):
C -1.331 -2.109 0.470  -0.0536
C 0.067 -1.608 0.651  -0.2951
O 0.849 -1.472 -0.286  0.0033
H 0.368 -1.379 1.688  0.1242
H -2.024 -1.431 0.973  0.0822
H -1.574 -2.144 -0.595  0.0815
H -1.411 -3.109 0.901  0.0831
C 0.076 1.569 -0.310  -0.5543
N -0.432 1.314 -1.549  0.1669
C 1.574 1.397 -0.155  -0.1701
N 2.183 1.778 0.921  0.1222
O -0.601 1.895 0.653  0.0323
H 0.115 0.859 -2.269  0.1048
H -1.437 1.342 -1.659  0.1133
H 1.475 2.172 1.561  0.0561
H 2.104 0.925 -0.996  0.1031

Cartesian forces, eV/Å:
-0.006 0.265 -0.338
0.929 -0.044 -1.492
-1.055 -0.080 1.479
0.158 0.074 -0.071
-0.020 -0.155 0.133
0.068 -0.089 0.158
-0.102 0.055 0.103
-0.188 -0.256 0.256
0.039 0.056 0.218
0.952 0.627 1.439
-1.117 -0.691 -1.952
0.020 -0.004 -0.498
-0.088 0.149 0.308
0.236 -0.007 0.024
0.118 -0.138 -0.246
0.058 0.239 0.478

***

Entry 5:
The following is a quantum chemistry calculation of 2 unconnected molecules or ions with the total composition C4H8N2O2 at a distorted geometry, from the Open Molecules 2025 dataset.

total charge: 0
highest occupied orbital energy: -8.74 eV
gap between HOMO and LUMO: 8.04 eV
structure (SMILES): C[C@]1(O)C=N1.CN=O
lowest unoccupied orbital energy: -0.7 eV
relative energy (zero: lowest compared OMol25 entry of this formula, charge and spin): 134.74 kcal per mole
F_max: 1.745 eV/A
total energy: -417.04124 Eh

Last column: Löwdin charge in e.
Geometry (Å):
C 0.298 1.900 -2.871  -0.0834
N 0.230 1.411 -1.524  -0.0787
O -0.814 1.602 -0.922  -0.0067
H -0.666 0.939 0.883  0.0550
H 0.242 -1.343 -0.900  0.0914
H 1.107 2.636 -2.888  0.0962
H -0.637 2.331 -3.241  0.0883
H 0.628 1.066 -3.491  0.0902
C -0.342 -1.844 2.504  -0.0235
C -0.021 -0.812 1.453  -0.5561
C 0.465 -1.164 0.134  -0.1195
O -0.679 0.371 1.680  0.0151
N 1.437 -0.832 0.874  0.1946
H -1.394 -2.120 2.449  0.0792
H 0.286 -2.721 2.374  0.0775
H -0.141 -1.419 3.486  0.0801

Cartesian forces, eV/Å:
-0.368 0.431 -0.652
-0.843 -0.196 1.515
1.131 0.045 -1.206
0.034 -0.439 0.325
0.198 -0.297 -0.408
-0.020 -0.035 0.031
0.064 -0.043 0.149
0.020 -0.036 0.009
0.150 0.381 -0.107
0.592 -1.056 -0.870
0.014 0.571 1.183
0.251 0.569 -0.027
-1.073 0.179 -0.050
-0.030 -0.050 0.046
-0.057 -0.025 -0.046
-0.063 0.000 0.106

***

Entry 6:
The following is a quantum chemistry calculation of a molecular structure, C4H8N2O2 at a distorted geometry, from the Open Molecules 2025 dataset.

total charge: 0
highest occupied orbital energy: -8.45 eV
gap between HOMO and LUMO: 9.33 eV
lowest unoccupied orbital energy: 0.9 eV
relative energy (zero: lowest compared OMol25 entry of this formula, charge and spin): 130.24 kcal per mole
F_max: 4.569 eV/A
total energy: -417.04840 Eh

Last column: Löwdin charge in e.
Geometry (Å):
C 0.695 0.677 0.761  -0.2139
C -0.617 -1.143 -0.024  -0.2889
C -1.868 -0.641 0.674  -0.1443
C -1.110 -0.368 -1.138  -0.1858
H 3.291 1.014 -0.569  0.0787
H 0.037 1.042 1.668  0.1622
H 1.692 -1.119 0.365  0.1661
H -0.611 -2.234 -0.122  0.1469
H -1.806 -0.297 1.697  0.1134
H -2.616 -1.421 0.568  0.1176
H -1.455 -0.979 -2.002  0.1301
H -0.499 0.423 -1.603  0.1302
N 1.725 1.389 0.328  -0.0351
N 0.714 -0.690 0.466  0.0000
O 2.440 0.633 -0.511  -0.0845
O -2.152 0.308 -0.390  -0.0928

Cartesian forces, eV/Å:
2.751 0.364 1.234
2.719 -1.764 1.790
-0.695 -0.506 -0.067
-0.957 1.933 -4.028
1.270 1.064 -0.133
1.243 -0.237 -2.492
-2.707 0.707 -0.483
0.152 0.280 -0.163
-0.123 0.491 0.120
-0.264 -0.229 0.552
-0.404 0.256 0.544
0.395 -0.491 0.396
-3.433 0.546 2.609
-0.826 0.158 1.025
0.363 -1.927 -1.461
0.515 -0.645 0.558

***

Entry 7:
The following is a quantum chemistry calculation of a molecular structure, C4H8N2O2 at a distorted geometry, from the Open Molecules 2025 dataset.

total charge: 0
highest occupied orbital energy (alpha / beta): -7.81 / -7.82 eV
gap between HOMO and LUMO (alpha / beta): 8.23 / 8.23 eV
lowest unoccupied orbital energy (alpha / beta): 0.4 / 0.4 eV
relative energy (zero: lowest compared OMol25 entry of this formula, charge and spin): 139.52 kcal per mole
F_max: 1.619 eV/A
total energy: -417.03362 Eh

Last column: Löwdin charge in e.
Geometry (Å):
C 1.171 0.656 1.033  0.0030
C -1.042 0.377 -0.137  -0.3918
C 0.090 -0.292 0.544  -0.4232
N -1.817 -0.374 -0.966  0.1766
C 1.183 0.196 -0.392  -0.4484
O -1.756 1.376 0.451  0.0887
O -0.082 -1.585 1.052  0.0452
N 2.102 -0.382 -1.129  0.0674
H -1.185 1.846 1.074  0.1111
H 0.514 -2.178 0.571  0.1057
H -2.523 0.107 -1.503  0.1206
H -1.504 -1.301 -1.203  0.1181
H 1.782 -1.301 -1.446  0.0150
H 0.979 1.688 1.308  0.0962
H 1.911 0.162 1.652  0.1229
H 0.176 1.008 -0.908  0.1930

Cartesian forces, eV/Å:
-0.335 0.600 -0.253
0.438 -0.013 -0.072
0.068 -0.506 -0.103
0.328 0.384 0.360
0.472 -1.459 0.520
0.153 0.081 -0.202
0.105 0.239 -0.167
-0.463 0.324 0.137
-0.010 -0.082 -0.059
-0.021 0.120 0.094
0.135 -0.332 -0.029
-0.155 0.229 -0.146
-0.064 0.171 -0.178
-0.074 -0.033 0.086
-0.002 -0.002 -0.152
-0.574 0.278 0.163

***

Entry 8:
The following is a quantum chemistry calculation of a single C4H8N2O2 molecule at a distorted geometry, from the Open Molecules 2025 dataset.

total charge: 0
highest occupied orbital energy: -9.21 eV
gap between HOMO and LUMO: 10.02 eV
structure (SMILES): C[C@@H]1OC(=O)NN1C
lowest unoccupied orbital energy: 0.8 eV
relative energy (zero: lowest compared OMol25 entry of this formula, charge and spin): 40.29 kcal per mole
F_max: 1.913 eV/A
total energy: -417.19175 Eh

Last column: Löwdin charge in e.
Geometry (Å):
C -1.066 1.417 0.312  -0.6039
C 0.223 -0.462 0.708  -0.2748
C -0.670 -1.630 1.060  -0.0194
C 1.470 0.447 -1.172  -0.0561
N -0.874 0.662 -0.831  0.1086
N 0.244 -0.198 -0.701  -0.1543
O -1.740 2.402 0.398  0.1074
O -0.406 0.831 1.317  0.0642
H 1.213 -0.542 1.152  0.1501
H -1.647 -1.499 0.603  0.0866
H -0.783 -1.700 2.138  0.0844
H -0.219 -2.542 0.679  0.0843
H 1.653 1.413 -0.685  0.0964
H 2.306 -0.223 -0.983  0.0868
H 1.378 0.596 -2.248  0.0854
H -1.081 1.027 -1.747  0.1544

Cartesian forces, eV/Å:
-0.015 0.046 -0.374
-1.167 1.030 0.834
0.126 0.344 0.086
-0.107 0.140 0.073
0.041 -0.286 -0.067
0.234 0.018 -0.265
-0.233 0.299 0.132
1.023 -1.561 -0.423
0.002 0.090 -0.185
-0.069 0.000 -0.043
-0.018 -0.037 0.101
0.038 -0.091 -0.017
0.011 -0.002 -0.012
0.032 -0.016 -0.041
0.095 0.012 0.063
0.008 0.016 0.137